No. 1
DFT (ωB97M-V/def2-TZVPD) results for a 5-piece molecular cluster, C53H95F6N4O3S overall in a non-equilibrium geometry.

Summary:
E_LUMO   -5.238 eV
Charge   +1
E   -3517.91872 a.u.
E_HOMO   -0.44262 Eh
Max |F|   0.086 Eh/bohr

Last columns: bonded neighbours and bond lengths (Å).
Geometry (Å):
1 H -0.67 3.23 4.84  C10 1.096
2 O 2.64 4.93 -3.65  C60 1.232
3 H -5.72 0.05 2.65  C117 1.096
4 H -8.41 -2.03 0.84  C50 1.092
5 H -0.55 1.70 -4.89  C17 1.138
6 C -1.03 -0.87 2.23  H16 1.144, H109 1.146, C116 1.619, C130 1.611
7 F 2.85 2.40 -1.13  C157 1.426
8 C -4.14 4.13 -8.49  H23 1.093, C92 1.524, H99 1.092, H154 1.093
9 H 0.69 -8.47 4.10  C65 1.092
10 C -1.62 3.42 5.36  H1 1.096, H18 1.093, C62 1.530, C114 1.524
11 H -0.71 -1.24 -4.57  C127 1.140
12 H -2.57 6.80 8.22  C39 1.092
13 C 1.23 -8.40 1.99  H45 1.095, H55 1.093, C65 1.524, C134 1.530
14 H 0.83 0.92 3.63  C32 1.146
15 C 2.36 -2.23 -2.39  C21 1.603, H44 1.151, C56 1.627, H88 1.142
16 H -1.84 -0.31 2.82  C6 1.144
17 C -0.18 1.74 -3.81  H5 1.138, C80 1.604, C149 1.604, H155 1.149
18 H -1.83 4.48 5.23  C10 1.093
19 N 7.03 -2.21 1.75  C66 1.288, C120 1.451
20 H -1.04 -2.93 -2.46  C83 1.140
21 C 3.39 -1.39 -3.28  C15 1.603, H29 1.136, C72 1.607, H100 1.151
22 C -0.80 2.34 -1.27  C104 1.616, H121 1.137, H124 1.149, C149 1.601
23 H -4.65 3.29 -8.00  C8 1.093
24 H 2.12 -6.66 4.10  C84 1.095
25 H 1.17 -0.25 5.07  C32 1.136
26 H -1.20 4.20 -5.62  C43 1.097
27 H -8.65 -2.86 3.77  C64 1.095
28 H -2.48 1.52 4.75  C114 1.093
29 H 3.44 -0.28 -3.03  C21 1.136
30 H -3.68 2.77 5.12  C114 1.092
31 O 5.86 0.58 -4.26  C136 1.240
32 C 0.46 0.02 4.23  H14 1.146, H25 1.136, C130 1.603, H160 1.144
33 F 7.33 3.12 -2.68  C103 1.433
34 H -1.86 5.55 9.25  C39 1.093
35 H -1.75 6.28 -7.80  C111 1.094
36 H -2.82 -0.06 0.66  C151 1.138
37 H -2.36 2.58 -7.02  C122 1.096
38 H 0.82 -4.67 3.66  C128 1.095
39 C -2.15 5.79 8.23  H12 1.092, H34 1.093, H59 1.092, C67 1.523
40 H 0.92 -5.37 0.68  C69 1.092
41 H -7.39 -3.40 2.69  C64 1.093
42 O 2.10 5.08 -1.46  C60 1.415, H137 0.992
43 C -1.78 4.57 -6.47  H26 1.097, H86 1.095, C111 1.529, C122 1.532
44 H 2.81 -3.19 -1.93  C15 1.151
45 H 1.47 -9.13 1.21  C13 1.095
46 C 5.48 -3.71 -0.36  H93 1.145, N106 1.508, H110 1.140, C152 1.592
47 H 4.74 -3.15 -2.96  C72 1.150
48 H 2.54 -6.96 1.09  C134 1.095
49 F 5.76 3.19 -4.30  C103 1.423
50 C -8.97 -2.29 1.74  H4 1.092, C64 1.524, H78 1.092, H135 1.093
51 H -1.89 2.44 0.73  C104 1.148
52 H -7.90 -0.52 3.59  C119 1.095
53 H -1.82 -0.32 -0.90  C151 1.146
54 H -0.07 -1.68 -1.52  C83 1.141
55 H 0.30 -7.91 1.67  C13 1.093
56 C 1.07 -2.74 -3.24  C15 1.627, C83 1.609, H87 1.142, H96 1.139
57 H -1.17 2.02 6.93  C62 1.096
58 F 5.21 2.90 -0.63  C146 1.408
59 H -1.24 5.81 7.61  C39 1.092
60 C 2.69 4.40 -2.54  O2 1.232, O42 1.415, C157 1.626
61 H -1.59 3.32 -3.11  C149 1.144
62 C -1.43 3.07 6.84  C10 1.530, H57 1.096, C138 1.532, H144 1.095
63 H -1.18 6.61 -6.18  C111 1.095
64 C -8.04 -2.56 2.92  H27 1.095, H41 1.093, C50 1.524, C119 1.530
65 C 0.98 -9.15 3.30  H9 1.092, C13 1.524, H126 1.093, H131 1.092
66 C 6.14 -1.97 2.65  N19 1.288, S156 1.641
67 C -3.17 4.79 7.70  C39 1.523, H91 1.094, H94 1.095, C138 1.530
68 H 0.28 -0.33 0.40  C116 1.141
69 C 0.89 -4.68 1.52  H40 1.092, H101 1.093, H112 1.093, C128 1.522
70 H -0.89 3.12 -7.79  C122 1.095
71 H -3.74 -1.50 3.27  C81 1.093
72 C 4.85 -2.01 -3.06  C21 1.607, H47 1.150, H129 1.150, C159 1.574
73 H -6.66 -1.57 4.23  C119 1.095
74 C 6.25 0.07 -1.85  N79 1.390, C136 1.607, C159 1.570
75 H 3.65 -2.88 0.20  N106 1.040
76 H -3.02 2.16 -0.68  C104 1.151
77 H -2.41 3.07 8.75  C138 1.096
78 H -9.67 -1.48 1.96  C50 1.092
79 N 7.00 0.61 -0.81  C74 1.390, N133 1.322
80 C 0.40 0.30 -3.43  C17 1.604, H89 1.138, C127 1.627, H143 1.143
81 C -4.29 -2.33 2.83  H71 1.093, C98 1.522, H147 1.092, H161 1.093
82 H -4.64 -1.37 0.95  C98 1.095
83 C -0.25 -2.11 -2.57  H20 1.140, H54 1.141, C56 1.609, C127 1.612
84 C 2.15 -6.25 3.09  H24 1.095, H118 1.097, C128 1.530, C134 1.532
85 C 7.97 0.49 1.34  C108 1.254, N133 1.474
86 H -2.78 4.79 -6.07  C43 1.095
87 H 1.17 -2.35 -4.31  C56 1.142
88 H 2.06 -1.57 -1.50  C15 1.142
89 H 1.18 0.02 -4.22  C80 1.138
90 H 0.91 5.32 -6.62  C142 1.093
91 H -3.47 5.07 6.69  C67 1.094
92 C -2.68 3.79 -8.77  C8 1.524, C122 1.530, H132 1.095, H148 1.093
93 H 5.28 -4.27 -1.34  C46 1.145
94 H -4.07 4.85 8.32  C67 1.095
95 H -0.35 1.09 1.45  C116 1.141
96 H 1.05 -3.88 -3.31  C56 1.139
97 H 0.08 -2.17 3.75  C130 1.151
98 C -5.23 -1.84 1.74  C81 1.522, H82 1.095, C117 1.530, H150 1.094
99 H -4.24 5.01 -7.85  C8 1.092
100 H 3.16 -1.52 -4.40  C21 1.151
101 H 1.76 -4.01 1.44  C69 1.093
102 H -2.25 1.62 -2.85  C149 1.142
103 C 6.03 2.64 -3.01  F33 1.433, F49 1.423, C136 1.612, C146 1.593
104 C -1.98 1.88 -0.27  C22 1.616, H51 1.148, H76 1.151, C151 1.613
105 H -3.48 2.68 7.42  C138 1.095
106 N 4.20 -3.73 0.44  C46 1.508, H75 1.040, H153 1.035
107 H -1.74 -0.53 -3.13  C127 1.138
108 C 8.52 1.03 2.32  C85 1.254, H113 1.139
109 H -1.41 -1.87 1.83  C6 1.146
110 H 6.22 -4.35 0.22  C46 1.140
111 C -1.16 5.87 -6.98  H35 1.094, C43 1.529, H63 1.095, C142 1.523
112 H -0.01 -4.07 1.42  C69 1.093
113 H 8.93 1.81 3.05  C108 1.139
114 C -2.70 2.59 4.68  C10 1.524, H28 1.093, H30 1.092, H123 1.094
115 H 3.29 -7.91 2.35  C134 1.095
116 C -0.61 0.08 0.99  C6 1.619, H68 1.141, H95 1.141, C151 1.631
117 C -6.25 -0.82 2.25  H3 1.096, C98 1.530, C119 1.532, H140 1.095
118 H 3.03 -5.59 3.06  C84 1.097
119 C -7.22 -1.33 3.32  H52 1.095, C64 1.530, H73 1.095, C117 1.532
120 C 6.78 -1.47 0.53  N19 1.451, N133 1.420, C152 1.558
121 H 0.13 1.73 -1.05  C22 1.137
122 C -1.89 3.44 -7.50  H37 1.096, C43 1.532, H70 1.095, C92 1.530
123 H -2.77 2.85 3.62  C114 1.094
124 H -0.57 3.43 -0.99  C22 1.149
125 H 1.15 -1.33 2.54  C130 1.142
126 H 0.18 -9.88 3.17  C65 1.093
127 C -0.72 -0.88 -3.49  H11 1.140, C80 1.627, C83 1.612, H107 1.138
128 C 0.89 -5.41 2.86  H38 1.095, C69 1.522, C84 1.530, H162 1.094
129 H 5.49 -1.85 -4.00  C72 1.150
130 C 0.23 -1.17 3.19  C6 1.611, C32 1.603, H97 1.151, H125 1.142
131 H 1.88 -9.69 3.61  C65 1.092
132 H -2.64 2.93 -9.44  C92 1.095
133 N 7.19 -0.14 0.25  N79 1.322, C85 1.474, C120 1.420
134 C 2.37 -7.38 2.08  C13 1.530, H48 1.095, C84 1.532, H115 1.095
135 H -9.56 -3.19 1.51  C50 1.093
136 C 6.02 1.03 -3.12  O31 1.240, C74 1.607, C103 1.612
137 H 2.76 5.74 -1.09  O42 0.992
138 C -2.66 3.35 7.72  C62 1.532, C67 1.530, H77 1.096, H105 1.095
139 F 5.15 4.67 -2.04  C146 1.438
140 H -6.83 -0.44 1.39  C117 1.095
141 H 0.69 6.65 -7.77  C142 1.092
142 C 0.29 5.70 -7.44  H90 1.093, C111 1.523, H141 1.092, H145 1.092
143 H 0.89 0.29 -2.39  C80 1.143
144 H -0.58 3.63 7.22  C62 1.095
145 H 0.37 5.00 -8.28  C142 1.092
146 C 4.98 3.25 -1.97  F58 1.408, C103 1.593, F139 1.438, C157 1.607
147 H -4.82 -2.85 3.63  C81 1.092
148 H -2.20 4.62 -9.30  C92 1.093
149 C -1.31 2.26 -2.79  C17 1.604, C22 1.601, H61 1.144, H102 1.142
150 H -5.74 -2.69 1.29  C98 1.094
151 C -1.93 0.30 0.05  H36 1.138, H53 1.146, C104 1.613, C116 1.631
152 C 5.96 -2.21 -0.57  C46 1.592, C120 1.558, C159 1.560
153 H 4.46 -3.65 1.44  N106 1.035
154 H -4.66 4.34 -9.42  C8 1.093
155 H 0.66 2.52 -3.79  C17 1.149
156 S 4.96 -1.31 3.58  C66 1.641
157 C 3.44 2.97 -2.31  F7 1.426, C60 1.626, C146 1.607, F158 1.406
158 F 3.21 2.22 -3.47  C157 1.406
159 C 5.66 -1.39 -1.86  C72 1.574, C74 1.570, C152 1.560
160 H -0.56 0.30 4.67  C32 1.144
161 H -3.56 -3.03 2.41  C81 1.093
162 H 0.00 -6.03 2.93  C128 1.094

---

No. 2
DFT (ωB97M-V/def2-TZVPD) results for a 4-piece molecular cluster, C53H96Br2N4S overall in a non-equilibrium geometry.

Summary:
E_LUMO   0.046 eV
E   -7842.07378 a.u.
E_HOMO   -0.27311 Eh
Max |F|   0.072 Eh/bohr
SMILES   CCCCCCCCCCCCCCCCCCCCc1ccc2c(c1)Nc1cccc(/C(Br)=C(\C)Br)c1S2.CCN(CC)CC.CCN(CC)CC.CCN(CC)CC

Last columns: bonded neighbours and bond lengths (Å).
Geometry (Å):
1 C 7.34 -6.68 1.39  H20 1.092, H28 1.089, C87 1.530, H109 1.094
2 C 11.44 -0.74 -0.28  C3 1.591, C65 1.629, H75 1.122, H135 1.129
3 C 12.61 -1.03 -1.32  C2 1.591, H40 1.128, H41 1.122, C155 1.592
4 H -3.38 8.16 -2.23  C115 1.099
5 C -17.38 -0.86 3.26  H10 1.095, N23 1.457, H112 1.096, C152 1.530
6 H 7.06 -3.83 1.73  C82 1.090
7 H -2.44 3.48 -1.28  C12 1.116
8 H -1.49 4.26 0.04  C12 1.133
9 H 5.65 3.80 -1.24  C153 1.120
10 H -17.65 -1.43 4.15  C5 1.095
11 H 5.66 1.42 -0.44  C134 1.119
12 C -1.73 3.26 -0.44  H7 1.116, H8 1.133, C132 1.591, C146 1.579
13 C -14.68 -1.61 0.71  H29 1.091, H85 1.092, C107 1.523, H118 1.092
14 H 7.77 -7.24 -0.63  C87 1.095
15 H -1.64 1.51 0.91  C146 1.128
16 C 7.79 1.99 -0.26  C39 1.574, H47 1.127, H89 1.120, C134 1.596
17 C -5.79 6.99 -3.15  H102 1.095, N106 1.457, H126 1.094, C156 1.530
18 H 7.56 -0.23 -0.48  C39 1.128
19 H 1.16 1.51 0.18  C145 1.130
20 H 8.30 -6.81 1.89  C1 1.092
21 H -9.16 -4.66 -2.78  C114 1.126
22 H 6.13 1.96 1.22  C134 1.130
23 N -16.13 -1.39 2.72  C5 1.457, C107 1.455, C110 1.456
24 H 10.27 1.02 0.36  C65 1.120
25 H -5.34 -1.38 2.41  N92 1.022
26 H 7.03 -3.78 -0.72  C37 1.095
27 H 9.96 -7.67 -0.04  C93 1.092
28 H 6.77 -5.93 1.93  C1 1.089
29 H -13.72 -1.52 1.22  C13 1.091
30 C -8.88 -4.22 1.06  C45 1.456, H68 1.120, C120 1.457
31 H 14.14 -2.84 1.52  C97 1.122
32 H -5.72 -3.97 2.57  C113 1.120
33 H 7.23 0.74 -1.97  C39 1.131
34 H -14.80 0.36 4.73  C44 1.090
35 H -2.45 2.92 1.68  C146 1.123
36 H -16.67 -0.87 0.78  C107 1.094
37 C 8.00 -3.92 -0.24  H26 1.095, C82 1.528, H137 1.097, N147 1.454
38 C -5.23 -0.38 0.69  C63 1.453, N92 1.440, C151 1.480
39 C 7.93 0.65 -1.08  C16 1.574, H18 1.128, H33 1.131, C58 1.613
40 H 12.39 -2.00 -1.84  C3 1.128
41 H 12.56 -0.22 -2.09  C3 1.122
42 H -2.63 8.05 -4.37  C50 1.091
43 C -7.70 -2.09 0.38  C53 1.455, S74 1.806, C120 1.484
44 C -14.25 -0.28 4.04  H34 1.090, H100 1.092, C110 1.530, H136 1.094
45 C -7.73 -4.59 1.87  C30 1.456, C113 1.452, H149 1.118
46 H 9.42 -0.70 -1.98  C58 1.130
47 H 8.33 1.87 0.72  C16 1.127
48 H 15.83 -4.84 0.04  C141 1.129
49 C 9.83 -5.49 -0.02  C93 1.523, H101 1.099, H119 1.095, N147 1.452
50 C -3.16 7.31 -4.98  H42 1.091, H60 1.094, C66 1.530, H138 1.090
51 H -2.85 5.52 -3.86  C66 1.096
52 C 3.32 2.87 0.24  C56 1.589, H67 1.125, H72 1.121, C130 1.589
53 C -6.54 -2.40 1.20  C43 1.455, N92 1.439, C113 1.481
54 H -0.55 1.67 -1.35  C132 1.129
55 H 10.33 -6.90 -1.60  C93 1.092
56 C 1.92 3.60 0.19  C52 1.589, H84 1.130, H131 1.119, C145 1.586
57 H 14.01 -0.83 0.48  C155 1.117
58 C 9.40 0.39 -1.68  C39 1.613, H46 1.130, C65 1.610, H94 1.124
59 H -16.86 0.86 4.51  C152 1.090
60 H -2.46 6.94 -5.72  C50 1.094
61 H -4.60 6.19 -0.22  C64 1.093
62 H -3.23 -0.04 1.63  C151 1.122
63 C -6.18 0.23 -0.22  C38 1.453, S74 1.809, C117 1.472
64 C -4.31 7.19 -0.55  H61 1.093, H80 1.092, C115 1.524, H142 1.092
65 C 10.60 0.61 -0.63  C2 1.629, H24 1.120, C58 1.610, H96 1.120
66 C -3.70 6.15 -4.15  C50 1.530, H51 1.096, N106 1.458, H143 1.095
67 H 3.30 2.10 1.06  C52 1.125
68 H -9.74 -4.93 1.05  C30 1.120
69 H 14.76 -0.53 -1.22  C155 1.125
70 H 14.19 -3.18 -1.55  C123 1.125
71 H 6.51 -6.06 -0.50  C87 1.094
72 H 3.48 2.38 -0.76  C52 1.121
73 H -15.49 0.22 1.49  C107 1.099
74 S -7.77 -0.56 -0.58  C43 1.806, C63 1.809
75 H 10.68 -1.56 -0.21  C2 1.122
76 H 11.49 -6.83 -0.27  C93 1.093
77 Br -12.17 -2.95 -2.59  C144 1.973
78 H 16.23 -3.39 2.17  C121 1.122
79 H -15.42 -1.99 4.59  C110 1.095
80 H -3.61 7.60 0.18  C64 1.092
81 C -10.11 -2.64 -0.56  C120 1.532, Br122 1.974, C144 1.361
82 C 7.92 -3.41 1.20  H6 1.090, C37 1.528, H103 1.091, H139 1.094
83 H -10.73 -5.43 -2.44  C114 1.129
84 H 1.88 4.25 1.11  C56 1.130
85 H -14.93 -2.67 0.63  C13 1.092
86 H -9.52 -5.42 -1.12  C114 1.113
87 C 7.50 -6.32 -0.09  C1 1.530, H14 1.095, H71 1.094, N147 1.456
88 H -18.45 0.93 3.80  C152 1.094
89 H 8.24 2.88 -0.76  C16 1.120
90 H -6.66 2.01 -1.56  C117 1.117
91 C -4.68 2.26 -0.62  C98 1.466, C117 1.464, H124 1.111
92 N -5.35 -1.62 1.42  H25 1.022, C38 1.440, C53 1.439
93 C 10.43 -6.80 -0.51  H27 1.092, C49 1.523, H55 1.092, H76 1.093
94 H 9.60 0.97 -2.62  C58 1.124
95 H -17.05 1.25 2.79  C152 1.091
96 H 11.33 1.33 -1.10  C65 1.120
97 C 14.08 -3.50 0.61  H31 1.122, H111 1.120, C123 1.585, C141 1.584
98 C -3.71 1.67 0.30  C91 1.466, C146 1.579, C151 1.452
99 H 14.53 -5.71 0.94  C141 1.124
100 H -13.96 0.31 3.16  C44 1.092
101 H 9.93 -5.44 1.07  C49 1.099
102 H -6.37 6.82 -2.23  C17 1.095
103 H 8.82 -3.61 1.77  C82 1.091
104 H -2.70 6.60 -1.80  C115 1.094
105 H -6.97 8.78 -3.40  C156 1.093
106 N -4.44 6.47 -2.94  C17 1.457, C66 1.458, C115 1.455
107 C -15.79 -0.84 1.42  C13 1.523, N23 1.455, H36 1.094, H73 1.099
108 H 0.27 2.62 1.27  C145 1.130
109 H 6.80 -7.63 1.48  C1 1.094
110 C -15.04 -1.54 3.67  N23 1.456, C44 1.530, H79 1.095, H127 1.095
111 H 13.05 -3.91 0.49  C97 1.120
112 H -18.17 -1.06 2.54  C5 1.096
113 C -6.59 -3.69 1.94  H32 1.120, C45 1.452, C53 1.481
114 C -9.92 -4.81 -1.96  H21 1.126, H83 1.129, H86 1.113, C144 1.556
115 C -3.64 7.14 -1.92  H4 1.099, C64 1.524, H104 1.094, N106 1.455
116 H -5.67 8.65 -4.57  C156 1.089
117 C -5.92 1.52 -0.87  C63 1.472, H90 1.117, C91 1.464
118 H -14.55 -1.22 -0.30  C13 1.092
119 H 10.44 -4.68 -0.43  C49 1.095
120 C -8.88 -2.98 0.28  C30 1.457, C43 1.484, C81 1.532
121 C 15.88 -4.46 2.19  H78 1.122, C141 1.585, H148 1.121, H150 1.121
122 Br -11.12 -0.98 -0.23  C81 1.974
123 C 14.54 -2.64 -0.63  H70 1.125, C97 1.585, H128 1.130, C155 1.594
124 H -4.47 3.25 -1.08  C91 1.111
125 H -5.32 9.12 -2.90  C156 1.092
126 H -6.30 6.38 -3.90  C17 1.094
127 H -14.34 -2.27 3.28  C110 1.095
128 H 15.67 -2.68 -0.65  C123 1.130
129 H 6.63 4.33 0.26  C153 1.127
130 C 4.43 3.94 0.61  C52 1.589, H133 1.124, C153 1.588, H154 1.130
131 H 1.79 4.26 -0.71  C56 1.119
132 C -0.33 2.69 -0.93  C12 1.591, H54 1.129, H140 1.123, C145 1.581
133 H 4.56 3.91 1.73  C130 1.124
134 C 6.25 2.18 0.12  H11 1.119, C16 1.596, H22 1.130, C153 1.581
135 H 11.91 -0.54 0.72  C2 1.129
136 H -13.32 -0.57 4.55  C44 1.094
137 H 8.68 -3.25 -0.78  C37 1.097
138 H -3.96 7.82 -5.53  C50 1.090
139 H 7.78 -2.32 1.19  C82 1.094
140 H 0.12 3.37 -1.70  C132 1.123
141 C 15.06 -4.72 0.86  H48 1.129, C97 1.584, H99 1.124, C121 1.585
142 H -5.19 7.83 -0.55  C64 1.092
143 H -4.31 5.51 -4.79  C66 1.095
144 C -10.57 -3.46 -1.55  Br77 1.973, C81 1.361, C114 1.556
145 C 0.73 2.55 0.24  H19 1.130, C56 1.586, H108 1.130, C132 1.581
146 C -2.35 2.36 0.71  C12 1.579, H15 1.128, H35 1.123, C98 1.579
147 N 8.45 -5.29 -0.45  C37 1.454, C49 1.452, C87 1.456
148 H 16.78 -5.11 2.30  C121 1.121
149 H -7.67 -5.52 2.49  C45 1.118
150 H 15.25 -4.60 3.11  C121 1.121
151 C -3.99 0.38 0.92  C38 1.480, H62 1.122, C98 1.452
152 C -17.42 0.63 3.60  C5 1.530, H59 1.090, H88 1.094, H95 1.091
153 C 5.80 3.67 -0.14  H9 1.120, H129 1.127, C130 1.588, C134 1.581
154 H 4.05 4.94 0.26  C130 1.130
155 C 14.03 -1.13 -0.60  C3 1.592, H57 1.117, H69 1.125, C123 1.594
156 C -5.93 8.47 -3.53  C17 1.530, H105 1.093, H116 1.089, H125 1.092

---

Q: Which of these has the lowest E_LUMO?
A: C53H95F6N4O3S